{
  "formula": "C62H171N17O29P10",
  "method": "the ωB97M-V functional and the def2-TZVPD basis",
  "orbital_gap_ev": [6.5, 2.7],
  "de_lowest_kj_mol": 0.0,
  "spin_multiplicity": 2,
  "largest_force_ev_per_a": 4.1,
  "total_charge": 1,
  "lumo_ha": [-0.1050, -0.2457],
  "elements": ["O", "P", "N", "C", "C", "N", "C", "C", "N", "C", "C", "H", "H", "H", "H", "H", "H", "H", "H", "H", "H", "H", "H", "H", "H", "H", "H", "H", "H", "O", "P", "N", "C", "C", "N", "C", "C", "N", "C", "C", "H", "H", "H", "H", "H", "H", "H", "H", "H", "H", "H", "H", "H", "H", "H", "H", "H", "H", "O", "P", "N", "C", "C", "N", "C", "C", "N", "C", "C", "H", "H", "H", "H", "H", "H", "H", "H", "H", "H", "H", "H", "H", "H", "H", "H", "H", "H", "O", "P", "N", "C", "C", "N", "C", "C", "N", "C", "C", "H", "H", "H", "H", "H", "H", "H", "H", "H", "H", "H", "H", "H", "H", "H", "H", "H", "H", "O", "P", "N", "C", "C", "N", "C", "C", "N", "C", "C", "H", "H", "H", "H", "H", "H", "H", "H", "H", "H", "H", "H", "H", "H", "H", "H", "H", "H", "C", "N", "O", "O", "H", "H", "H", "C", "N", "O", "O", "H", "H", "H", "C", "C", "O", "P", "O", "O", "C", "C", "O", "C", "C", "H", "H", "H", "H", "H", "H", "H", "H", "H", "H", "H", "H", "H", "H", "H", "C", "C", "O", "P", "O", "O", "C", "C", "O", "C", "C", "H", "H", "H", "H", "H", "H", "H", "H", "H", "H", "H", "H", "H", "H", "H", "C", "C", "O", "P", "O", "O", "C", "C", "O", "C", "C", "H", "H", "H", "H", "H", "H", "H", "H", "H", "H", "H", "H", "H", "H", "H", "C", "C", "O", "P", "O", "O", "C", "C", "O", "C", "C", "H", "H", "H", "H", "H", "H", "H", "H", "H", "H", "H", "H", "H", "H", "H", "C", "C", "O", "P", "O", "O", "C", "C", "O", "C", "C", "H", "H", "H", "H", "H", "H", "H", "H", "H", "H", "H", "H", "H", "H", "H"],
  "xyz": [[0.443, -0.230, 1.230], [0.307, 0.546, 0.015], [0.493, 2.246, 0.147], [0.891, 3.139, -0.956], [-0.267, 2.854, 1.175], [-1.125, 0.427, -0.853], [-2.110, -0.535, -0.372], [-1.156, 0.722, -2.282], [1.574, 0.045, -1.027], [2.976, 0.435, -0.697], [1.443, -1.366, -1.467], [1.636, 3.833, -0.568], [-0.059, 3.531, -1.322], [1.259, 2.524, -1.778], [0.198, 3.782, 1.506], [-0.412, 2.172, 2.012], [-1.243, 3.118, 0.768], [-2.372, -0.411, 0.679], [-3.012, -0.349, -0.954], [-1.794, -1.553, -0.603], [-1.510, -0.108, -2.892], [-1.941, 1.459, -2.452], [-0.238, 1.244, -2.551], [3.328, 1.007, -1.555], [3.068, 1.087, 0.172], [3.617, -0.430, -0.529], [1.732, -2.034, -0.656], [2.159, -1.455, -2.285], [0.438, -1.416, -1.884], [2.287, 6.155, 5.507], [1.595, 4.869, 5.816], [-0.069, 4.980, 5.328], [-1.125, 4.195, 5.955], [-0.448, 5.937, 4.312], [1.503, 4.540, 7.526], [2.560, 3.832, 8.231], [0.785, 5.452, 8.340], [2.212, 3.493, 5.042], [1.560, 2.231, 5.221], [3.030, 3.558, 3.793], [-1.680, 3.597, 5.232], [-1.895, 4.822, 6.405], [-0.678, 3.476, 6.643], [-1.523, 6.000, 4.143], [0.099, 5.606, 3.429], [0.025, 6.886, 4.560], [2.654, 2.801, 7.893], [3.541, 4.295, 8.127], [2.299, 3.798, 9.289], [0.407, 5.005, 9.260], [1.441, 6.284, 8.598], [-0.089, 5.862, 7.834], [0.871, 1.904, 4.442], [2.429, 1.584, 5.346], [0.990, 2.212, 6.150], [2.469, 3.764, 2.881], [3.656, 2.667, 3.737], [3.685, 4.429, 3.798], [3.947, 1.784, -7.325], [2.833, 1.639, -6.326], [1.811, 0.328, -6.633], [1.404, 0.096, -8.049], [0.629, -0.017, -5.698], [1.683, 2.935, -6.099], [0.779, 3.156, -4.960], [1.199, 3.622, -7.301], [3.444, 1.440, -4.745], [3.846, 2.624, -3.969], [4.204, 0.260, -4.490], [0.662, 0.847, -8.320], [0.892, -0.855, -8.199], [2.346, 0.025, -8.591], [-0.196, 0.694, -5.753], [0.913, -0.044, -4.645], [0.247, -1.020, -5.882], [0.879, 4.180, -4.601], [-0.233, 2.950, -5.309], [0.917, 2.505, -4.097], [0.814, 4.628, -7.136], [2.040, 3.721, -7.987], [0.455, 3.043, -7.848], [3.048, 3.366, -3.956], [4.200, 2.360, -2.973], [4.717, 3.051, -4.467], [3.661, -0.615, -4.848], [4.425, 0.108, -3.433], [5.140, 0.237, -5.048], [2.441, -5.508, 4.523], [1.284, -5.940, 3.639], [-0.072, -6.418, 4.500], [-0.092, -7.722, 5.192], [-0.905, -5.454, 5.240], [1.630, -7.281, 2.566], [0.634, -8.123, 1.935], [2.801, -8.055, 2.885], [0.665, -4.801, 2.480], [-0.610, -4.880, 1.764], [1.658, -3.850, 1.837], [-1.131, -8.050, 5.196], [0.305, -7.646, 6.205], [0.589, -8.411, 4.692], [-1.915, -5.863, 5.257], [-0.956, -4.518, 4.683], [-0.625, -5.332, 6.286], [0.953, -8.593, 1.004], [0.565, -8.876, 2.721], [-0.354, -7.682, 1.806], [3.646, -7.382, 3.032], [2.600, -8.526, 3.847], [3.080, -8.817, 2.157], [-1.342, -5.498, 2.285], [-1.080, -3.925, 1.530], [-0.427, -5.380, 0.813], [1.744, -4.045, 0.768], [2.618, -3.985, 2.334], [1.309, -2.826, 1.976], [3.518, -6.984, -4.372], [2.659, -6.048, -3.644], [1.969, -4.765, -4.586], [1.469, -5.023, -5.941], [1.428, -3.567, -3.971], [3.399, -5.204, -2.382], [4.497, -4.432, -2.854], [3.618, -5.843, -1.024], [1.200, -6.792, -2.960], [0.682, -8.043, -3.621], [0.335, -6.115, -1.950], [1.750, -5.989, -6.361], [1.807, -4.320, -6.703], [0.380, -5.062, -5.912], [0.417, -3.750, -3.609], [1.326, -2.679, -4.595], [2.024, -3.340, -3.087], [4.938, -3.752, -2.125], [5.325, -5.105, -3.075], [4.273, -3.790, -3.707], [3.872, -5.106, -0.262], [2.747, -6.418, -0.708], [4.431, -6.561, -1.129], [1.291, -8.433, -4.436], [0.573, -8.753, -2.801], [-0.342, -7.922, -3.974], [0.919, -5.383, -1.391], [-0.144, -6.792, -1.243], [-0.431, -5.627, -2.554], [-4.703, 4.787, -0.419], [-3.353, 4.827, -1.057], [-2.917, 5.927, -1.406], [-2.835, 3.785, -1.348], [-4.655, 4.183, 0.487], [-5.510, 4.576, -1.120], [-4.752, 5.822, -0.083], [-2.806, -1.403, -5.040], [-2.557, -2.614, -4.211], [-2.975, -3.690, -4.652], [-1.927, -2.506, -3.172], [-3.349, -0.674, -4.438], [-3.357, -1.695, -5.933], [-1.950, -0.973, -5.559], [5.275, 2.890, 1.085], [5.512, 4.001, 0.083], [5.305, 5.235, 0.711], [4.743, 6.490, -0.136], [5.529, 6.960, -1.289], [4.375, 7.607, 0.987], [3.883, 7.296, 2.302], [4.822, 7.803, 3.385], [3.275, 5.976, -0.645], [2.529, 6.680, -1.638], [1.655, 7.744, -0.922], [4.266, 3.014, 1.478], [5.306, 1.957, 0.523], [6.035, 2.805, 1.861], [6.550, 4.139, -0.220], [4.807, 3.938, -0.747], [2.960, 7.871, 2.379], [3.573, 6.254, 2.385], [5.852, 7.471, 3.259], [4.868, 8.885, 3.508], [4.403, 7.336, 4.276], [3.091, 7.139, -2.451], [1.787, 5.993, -2.045], [1.188, 7.437, 0.014], [2.314, 8.557, -0.618], [0.873, 8.229, -1.506], [-1.458, -1.652, 4.230], [-1.162, -0.774, 5.373], [-2.187, -0.944, 6.355], [-3.252, 0.228, 6.698], [-2.786, 1.640, 6.609], [-3.776, -0.184, 8.183], [-4.345, 0.753, 9.057], [-5.953, 0.596, 9.159], [-4.514, -0.107, 5.683], [-5.202, 0.954, 4.968], [-4.302, 1.265, 3.730], [-0.772, -2.498, 4.255], [-2.461, -2.079, 4.248], [-1.203, -1.116, 3.316], [-0.181, -0.837, 5.843], [-1.143, 0.266, 5.047], [-3.875, 0.649, 10.035], [-4.007, 1.739, 8.738], [-6.450, 0.725, 8.198], [-6.266, -0.385, 9.516], [-6.289, 1.360, 9.859], [-6.184, 0.622, 4.632], [-5.427, 1.847, 5.550], [-4.004, 0.367, 3.188], [-4.759, 2.002, 3.070], [-3.415, 1.780, 4.099], [3.270, -0.964, 2.430], [4.765, -1.144, 2.789], [5.509, -0.511, 1.814], [6.332, -1.320, 0.706], [5.484, -2.355, 0.017], [7.076, -0.267, -0.219], [7.089, -0.495, -1.657], [6.813, 0.901, -2.144], [7.640, -1.886, 1.526], [8.291, -3.016, 0.956], [9.467, -3.416, 1.809], [3.104, -1.452, 1.470], [2.593, -1.433, 3.144], [2.925, 0.065, 2.333], [5.018, -0.606, 3.703], [5.089, -2.168, 2.970], [8.064, -0.724, -2.087], [6.253, -1.122, -1.968], [6.800, 0.953, -3.233], [5.871, 1.302, -1.770], [7.526, 1.658, -1.819], [7.670, -3.904, 0.835], [8.681, -2.757, -0.028], [10.166, -2.648, 2.141], [9.050, -3.919, 2.682], [10.127, -4.214, 1.472], [-2.360, 1.449, -7.828], [-3.816, 1.756, -7.551], [-3.976, 2.073, -6.153], [-5.188, 3.102, -5.723], [-6.525, 2.921, -6.407], [-5.281, 2.879, -4.116], [-5.892, 1.715, -3.605], [-4.967, 1.124, -2.539], [-4.487, 4.551, -5.956], [-3.278, 4.936, -5.302], [-2.233, 5.408, -6.337], [-2.266, 1.536, -8.911], [-1.637, 2.186, -7.477], [-2.000, 0.464, -7.532], [-4.057, 2.662, -8.108], [-4.534, 1.038, -7.950], [-6.874, 1.828, -3.146], [-5.955, 0.975, -4.403], [-4.903, 1.760, -1.656], [-5.340, 0.202, -2.094], [-3.985, 1.013, -3.000], [-3.376, 5.752, -4.586], [-2.874, 4.077, -4.766], [-2.599, 6.307, -6.833], [-1.321, 5.543, -5.755], [-1.982, 4.686, -7.114], [-8.337, -4.027, -3.422], [-9.194, -3.279, -2.439], [-8.832, -3.637, -1.117], [-9.258, -2.640, 0.089], [-10.677, -2.154, 0.149], [-8.232, -1.432, -0.059], [-6.814, -1.717, -0.050], [-6.114, -1.219, 1.267], [-8.776, -3.528, 1.361], [-9.270, -3.267, 2.669], [-8.181, -3.651, 3.663], [-7.403, -3.467, -3.390], [-8.119, -5.040, -3.086], [-8.646, -4.041, -4.467], [-9.097, -2.213, -2.643], [-10.234, -3.561, -2.604], [-6.547, -2.769, -0.144], [-6.381, -1.271, -0.946], [-6.317, -1.801, 2.166], [-5.036, -1.247, 1.109], [-6.400, -0.195, 1.506], [-9.402, -2.195, 2.818], [-10.208, -3.749, 2.943], [-7.235, -3.239, 3.310], [-8.423, -3.280, 4.659], [-8.156, -4.738, 3.585]],
  "lowdin_charge": [-0.256, 0.554, -0.304, -0.070, -0.133, -0.271, -0.097, -0.103, -0.273, -0.089, -0.091, 0.082, 0.077, 0.047, 0.076, 0.073, 0.066, 0.074, 0.065, 0.067, 0.052, 0.061, 0.053, 0.048, 0.066, 0.063, 0.074, 0.063, 0.065, -0.301, 0.638, -0.310, -0.146, -0.110, -0.318, -0.106, -0.145, -0.294, -0.139, -0.087, 0.056, 0.082, 0.057, 0.086, 0.058, 0.071, 0.067, 0.083, 0.082, 0.087, 0.089, 0.075, 0.076, 0.085, 0.066, 0.067, 0.074, 0.067, -0.285, 0.609, -0.272, -0.099, -0.096, -0.283, -0.129, -0.112, -0.293, -0.081, -0.144, 0.060, 0.072, 0.084, 0.053, 0.060, 0.053, 0.086, 0.066, 0.047, 0.081, 0.082, 0.052, 0.061, 0.051, 0.093, 0.064, 0.056, 0.086, -0.304, 0.632, -0.317, -0.088, -0.096, -0.328, -0.129, -0.142, -0.282, -0.122, -0.084, 0.090, 0.090, 0.053, 0.083, 0.047, 0.091, 0.074, 0.066, 0.071, 0.078, 0.075, 0.086, 0.074, 0.079, 0.044, 0.050, 0.073, 0.051, -0.226, 0.612, -0.187, -0.058, -0.084, -0.302, -0.132, -0.039, -0.145, -0.028, -0.046, 0.089, 0.103, 0.094, 0.075, 0.089, 0.053, 0.076, 0.096, 0.085, 0.085, 0.061, 0.091, 0.090, 0.101, 0.097, 0.066, 0.096, 0.096, 0.056, -0.431, 0.054, 0.039, 0.095, 0.106, 0.095, 0.050, -0.403, 0.061, 0.032, 0.091, 0.105, 0.067, -0.044, -0.277, -0.192, 0.481, -0.228, -0.189, -0.262, -0.057, -0.226, -0.254, -0.070, 0.059, 0.044, 0.097, 0.130, 0.106, 0.118, 0.093, 0.079, 0.081, 0.061, 0.118, 0.093, 0.072, 0.068, 0.073, -0.064, -0.272, -0.176, 0.534, -0.245, -0.190, -0.251, -0.037, -0.208, -0.233, -0.071, 0.051, 0.094, 0.064, 0.129, 0.095, 0.113, 0.097, 0.056, 0.067, 0.066, 0.107, 0.113, 0.061, 0.065, 0.050, -0.065, -0.260, -0.187, 0.489, -0.270, -0.171, -0.221, -0.093, -0.172, -0.300, -0.080, 0.044, 0.074, 0.064, 0.122, 0.122, 0.129, 0.100, 0.077, 0.048, 0.092, 0.116, 0.112, 0.084, 0.076, 0.079, -0.072, -0.256, -0.219, 0.525, -0.244, -0.189, -0.270, -0.065, -0.173, -0.257, -0.057, 0.090, 0.048, 0.054, 0.115, 0.126, 0.128, 0.109, 0.071, 0.055, 0.047, 0.120, 0.098, 0.085, 0.068, 0.059, -0.072, -0.299, -0.186, 0.467, -0.239, -0.176, -0.231, -0.043, -0.186, -0.282, -0.065, 0.065, 0.082, 0.083, 0.120, 0.123, 0.111, 0.088, 0.051, 0.059, 0.074, 0.115, 0.126, 0.051, 0.085, 0.080]
}